[1]
Molecular formula: C4H11NO
Method: DFT, ωB97M-V with the def2-TZVPD basis set

XYZ file:
```
17
Properties=species:S:1:pos:R:3
C -2.0743 -0.5041 0.6224
C -1.4486 0.4291 -0.2334
N -0.2486 0.9500 0.4348
C 0.7120 -0.0495 0.8970
C 2.1423 0.3144 0.5757
H -1.8420 -0.2902 1.6653
H -2.5208 -1.4846 0.4572
H -2.5594 0.7349 0.2185
H 0.0548 1.8478 0.1043
H 0.6039 -0.2547 1.9676
H 0.4213 -0.9866 0.3979
H 2.9376 -0.3754 0.8988
H 2.1707 0.3483 -0.5100
H 2.3863 1.3199 0.9479
H -0.1684 -0.2960 -1.7194
H 0.1098 -1.4240 -2.6937
O 0.5396 -0.8989 -2.0107
```

Its net charge is 0. The energy above the lowest of the compared OMol25 structures with the same formula, charge and spin comes out at 5.220 eV. The orbital gap comes out at 8.35 eV.

Results of the Löwdin charge analysis, in e, for atoms 1 through 2: number 1, C, carries -0.024; number 2, C, carries -0.255

[2]
Molecular formula: C33H32N5O3PReS6
Method: DFT, ωB97M-V with the def2-TZVPD basis set

XYZ file:
```
81
Properties=species:S:1:pos:R:3
Re -0.0455 0.5316 -0.1071
C 0.4601 3.0016 -2.4293
C 0.9783 3.5530 -1.1107
S 0.2255 2.8908 0.3986
C -1.4681 3.5527 0.4285
C -2.4311 2.9438 -0.5713
S -2.4178 1.1152 -0.5107
C -2.6724 0.7241 -2.2581
C -1.5323 1.1226 -3.1902
S 0.1394 1.1859 -2.4401
H 1.2111 3.1686 -3.2037
H -0.4515 3.5039 -2.7433
H 0.8765 4.6387 -1.0865
H 2.0333 3.3183 -0.9721
H -1.4125 4.6349 0.3002
H -1.8009 3.3706 1.4524
H -2.1942 3.2398 -1.5892
H -3.4491 3.2690 -0.3529
H -3.6063 1.1998 -2.5675
H -2.8496 -0.3502 -2.2672
H -1.7103 2.0938 -3.6506
H -1.4652 0.4030 -4.0072
O -2.6830 -9.3984 2.4245
S -1.7113 -8.3778 2.6102
O -2.0145 -7.2282 3.3956
O -0.3018 -8.7102 2.4154
C -1.5067 -7.6079 0.7017
N -1.7392 -8.4397 -0.2539
C -1.7018 -7.8931 -1.4722
C -1.4209 -6.5401 -1.6434
C -1.1793 -5.7870 -0.4983
N -1.2052 -6.3535 0.7158
C -0.8635 -4.3385 -0.4953
C -1.1817 -3.4895 -1.5491
C -0.8918 -2.1459 -1.4394
N -0.3364 -1.5995 -0.3477
C 0.0189 -2.4354 0.6450
C -0.2293 -3.7879 0.6138
H -1.8888 -8.5500 -2.3115
H -1.3588 -6.1217 -2.6352
H -1.6442 -3.8501 -2.4547
H -1.0835 -1.4805 -2.2659
H 0.5479 -1.9973 1.4780
H 0.0634 -4.4140 1.4442
N -1.0980 0.3601 7.3462
C -0.9247 0.3247 6.2157
C -0.7142 0.2946 4.7984
C -1.7678 0.0162 3.9318
C -1.5233 0.0213 2.5748
N -0.3153 0.2879 2.0463
C 0.6998 0.5316 2.8921
C 0.5452 0.5424 4.2617
H -2.7557 -0.2090 4.3045
H -2.3161 -0.2207 1.8781
H 1.6668 0.7140 2.4435
H 1.3944 0.7424 4.8976
S 2.0299 -1.7129 -2.8135
P 3.1903 -0.9234 -1.4669
S 2.3008 0.3567 0.0135
C 4.5192 0.0865 -2.1643
C 5.5044 -0.6077 -2.8688
C 6.5331 0.0834 -3.4825
C 6.5896 1.4677 -3.3990
C 5.6155 2.1617 -2.6989
C 4.5826 1.4721 -2.0814
C 4.0032 -2.1383 -0.4099
C 3.8804 -3.4937 -0.6941
C 4.5635 -4.4224 0.0768
C 5.3651 -3.9998 1.1231
C 5.4932 -2.6442 1.4051
C 4.8182 -1.7140 0.6399
H 5.4645 -1.6876 -2.9399
H 7.2944 -0.4581 -4.0247
H 7.3975 2.0031 -3.8746
H 5.6689 3.2381 -2.6232
H 3.8401 2.0122 -1.5139
H 3.2546 -3.8126 -1.5169
H 4.4751 -5.4753 -0.1469
H 5.9006 -4.7245 1.7174
H 6.1286 -2.3176 2.2148
H 4.9380 -0.6593 0.8507
```

Its net charge is +2. Its spin multiplicity is 4. The energy above the lowest of the compared OMol25 structures with the same formula, charge and spin comes out at 0.000 eV. The orbital gap (spin up / spin down) comes out at 7.17 / 5.78 eV.

Results of the Löwdin charge analysis, in e, for atoms 1 through 2: number 1, Re, carries 0.640; number 2, C, carries -0.413

[3]
Molecular formula: C4H15N5
Method: DFT, ωB97M-V with the def2-TZVPD basis set

XYZ file:
```
24
Properties=species:S:1:pos:R:3
C 0.9107 1.5093 0.7304
C 0.6898 -0.0593 -1.5398
C 1.7548 -1.1226 0.3179
N 0.6806 -0.2320 -0.0928
N -0.1607 2.2557 0.5278
H -1.4747 1.0570 0.3138
H -0.0517 2.8838 -0.2646
H 1.8847 1.7438 0.2790
H 1.0143 1.1110 1.7414
H 0.4107 -0.9805 -2.0629
H -0.0251 0.7199 -1.7974
H 1.8323 -1.1408 1.4056
H 2.7096 -0.7689 -0.0796
H 1.6002 -2.1466 -0.0453
H 1.6841 0.2435 -1.8784
N -2.3142 0.0028 -1.2682
N -0.8362 -1.0895 1.7847
C -0.8430 -0.8359 0.4020
N -1.8479 0.0872 0.0953
H -2.4867 0.9524 -1.5922
H -3.2106 -0.4766 -1.2396
H -0.8874 -0.2446 2.3383
H -0.1006 -1.7041 2.0988
H -0.9332 -1.7649 -0.1741
```

Its net charge is 0. The energy above the lowest of the compared OMol25 structures with the same formula, charge and spin comes out at 2.864 eV. The orbital gap comes out at 8.55 eV.

Results of the Löwdin charge analysis, in e, for atoms 1 through 2: number 1, C, carries -0.248; number 2, C, carries -0.106

[4]
Molecular formula: C6H16N2
Method: DFT, ωB97M-V with the def2-TZVPD basis set

XYZ file:
```
24
Properties=species:S:1:pos:R:3
C 1.8375 1.9614 0.2567
C 1.7131 1.7055 -1.2143
C 0.7194 1.0064 -1.7507
N 0.5046 0.7824 -3.1006
H 1.1224 1.3754 0.8301
H 2.8393 1.7072 0.6061
H 1.6848 3.0176 0.5041
H 2.4988 2.0986 -1.8536
H -0.0309 0.5653 -1.1094
H -0.0407 -0.0088 -3.3823
H 1.2032 1.0849 -3.7548
C 0.0961 -1.3198 1.7814
N -0.9063 -0.7524 0.9011
C -1.1606 -1.6289 -0.2270
C -2.1314 -0.4675 1.6241
H 1.0225 -1.4668 1.2304
H -0.2221 -2.2843 2.2055
H 0.2925 -0.6315 2.6038
H -1.7723 -1.1223 -0.9738
H -0.2187 -1.9199 -0.6894
H -1.6857 -2.5521 0.0700
H -2.8721 -0.0598 0.9407
H -1.9375 0.2741 2.3976
H -2.5560 -1.3643 2.1042
```

Its net charge is 0. The SMILES is C/C=C/N.CN(C)C. The energy above the lowest of the compared OMol25 structures with the same formula, charge and spin comes out at 1.375 eV. The orbital gap comes out at 8.58 eV.

Results of the Löwdin charge analysis, in e, for atoms 1 through 2: number 1, C, carries -0.124; number 2, C, carries -0.186

[5]
Molecular formula: C2H4NO3P
Method: DFT, ωB97M-V with the def2-TZVPD basis set

XYZ file:
```
11
Properties=species:S:1:pos:R:3
C -1.2131 -0.7925 0.6014
C -0.1595 0.0780 -0.0294
N -1.2072 0.5597 0.6632
O -2.1439 1.4166 0.3180
O 2.3028 -1.1475 0.2900
O 2.3390 1.1144 -0.8387
P 1.7000 0.2032 0.4555
H -1.8029 -1.6436 -0.0677
H -1.0526 -1.1845 1.5661
H -0.3515 -0.1785 -1.7059
H 1.5890 1.5748 -1.2526
```

Its net charge is -2. The energy above the lowest of the compared OMol25 structures with the same formula, charge and spin comes out at 6.874 eV. The orbital gap comes out at 5.88 eV.

Results of the Löwdin charge analysis, in e, for atoms 1 through 2: number 1, C, carries -0.303; number 2, C, carries -0.491